Record 1
{"formula": "C21H62F6O10P", "method": "ωB97M-V/def2-TZVPD", "total_energy_ha": -2530.5584, "charge": -1, "e_homo_ev": -7.30, "largest_force_ev_per_a": 3.78, "de_lowest_ev": 0.0000, "symbols": ["P", "F", "F", "F", "F", "F", "F", "O", "H", "H", "O", "H", "H", "O", "H", "H", "C", "C", "C", "O", "H", "H", "H", "H", "H", "H", "H", "H", "C", "C", "C", "O", "H", "H", "H", "H", "H", "H", "H", "H", "C", "C", "C", "O", "H", "H", "H", "H", "H", "H", "H", "H", "C", "C", "C", "O", "H", "H", "H", "H", "H", "H", "H", "H", "C", "C", "C", "O", "H", "H", "H", "H", "H", "H", "H", "H", "C", "C", "C", "O", "H", "H", "H", "H", "H", "H", "H", "H", "C", "C", "C", "O", "H", "H", "H", "H", "H", "H", "H", "H"], "coordinates": [[14.699, 11.194, 11.313], [14.914, 10.298, 12.655], [15.442, 10.009, 10.419], [13.266, 10.482, 11.004], [14.562, 12.108, 10.067], [13.952, 12.311, 12.267], [16.164, 11.888, 11.608], [15.929, 9.243, 16.019], [16.482, 9.102, 15.250], [15.077, 9.445, 15.623], [17.335, 11.841, 16.804], [18.143, 11.514, 16.414], [16.677, 11.114, 16.702], [17.006, 10.295, 7.153], [17.900, 10.380, 7.485], [16.450, 10.099, 7.954], [9.601, 6.649, 12.695], [8.812, 7.618, 11.742], [9.606, 7.889, 10.482], [7.472, 7.188, 11.538], [9.151, 6.671, 13.714], [10.614, 7.062, 12.817], [9.498, 5.645, 12.232], [8.847, 8.610, 12.259], [10.559, 8.322, 10.753], [9.067, 8.628, 9.895], [9.800, 7.013, 9.868], [7.177, 7.373, 10.619], [16.574, 15.072, 8.143], [15.717, 14.748, 6.919], [16.336, 13.632, 6.047], [14.469, 14.239, 7.234], [16.642, 14.217, 8.836], [16.005, 15.760, 8.798], [17.506, 15.482, 7.866], [15.589, 15.706, 6.398], [16.339, 12.663, 6.503], [17.389, 13.717, 5.772], [15.786, 13.635, 5.126], [14.197, 14.559, 8.096], [12.463, 16.980, 9.930], [12.835, 15.682, 10.673], [11.696, 15.065, 11.497], [13.133, 14.691, 9.685], [12.246, 17.779, 10.666], [11.592, 16.765, 9.312], [13.276, 17.326, 9.268], [13.752, 15.783, 11.282], [10.864, 14.694, 10.859], [11.298, 15.754, 12.217], [12.030, 14.234, 12.126], [13.170, 13.830, 10.054], [17.975, 13.746, 13.913], [17.363, 14.868, 13.092], [18.085, 15.063, 11.778], [15.949, 14.715, 12.831], [18.994, 13.982, 14.194], [18.076, 12.815, 13.339], [17.447, 13.533, 14.824], [17.439, 15.791, 13.711], [18.278, 14.053, 11.328], [19.073, 15.549, 11.905], [17.588, 15.770, 11.098], [15.850, 13.766, 12.694], [19.107, 9.810, 14.038], [18.167, 9.410, 12.920], [18.922, 8.839, 11.735], [17.176, 8.543, 13.450], [18.578, 10.253, 14.887], [19.873, 10.485, 13.728], [19.708, 8.984, 14.484], [17.733, 10.379, 12.601], [19.423, 9.605, 11.163], [18.169, 8.523, 10.983], [19.654, 8.040, 11.841], [16.369, 8.606, 12.888], [14.923, 7.694, 8.321], [13.425, 8.228, 8.443], [12.706, 7.717, 7.228], [12.733, 7.726, 9.546], [15.466, 8.131, 9.123], [15.295, 8.142, 7.347], [15.121, 6.644, 8.249], [13.471, 9.260, 8.554], [11.639, 7.970, 7.255], [12.824, 6.631, 7.083], [13.098, 8.163, 6.306], [13.109, 8.033, 10.401], [8.903, 11.986, 10.692], [8.040, 12.100, 9.433], [8.915, 12.323, 8.165], [7.420, 10.772, 9.222], [9.621, 11.206, 10.486], [8.220, 11.661, 11.490], [9.402, 12.920, 10.937], [7.271, 12.917, 9.416], [8.392, 12.374, 7.200], [9.627, 11.480, 8.111], [9.503, 13.211, 8.339], [6.972, 10.641, 10.056]], "forces_ev_per_angstrom": [[0.3, -0.7, 1.6], [-0.1, -0.4, -0.2], [-0.2, 0.6, 0.5], [0.4, 0.1, 0.3], [-0.4, 0.8, -1.4], [0.3, -0.3, -0.6], [-0.3, -0.2, 0.1], [-0.3, 0.3, 0.5], [0.5, -0.3, -0.6], [-0.2, 0.1, 0.0], [-0.9, -0.3, 0.2], [0.2, -0.2, -0.1], [0.7, 0.4, -0.1], [-1.0, -0.4, 0.9], [0.2, 0.0, 0.2], [0.8, 0.3, -1.0], [-1.5, 0.6, -0.3], [1.4, 0.7, 1.1], [-0.5, -0.2, -0.1], [-0.2, -0.1, -0.6], [0.1, -0.3, -0.7], [-0.2, -0.6, -0.3], [0.6, 0.4, 0.6], [-0.6, -0.5, -0.1], [0.2, 0.1, 0.0], [-0.1, 0.2, -0.3], [0.0, -0.2, 0.0], [0.6, -0.1, 0.9], [-2.2, -0.7, 1.3], [1.6, -0.7, 0.0], [0.7, 1.1, -0.3], [-0.9, -0.2, 0.2], [0.5, -0.1, -0.6], [0.3, 0.3, -0.5], [1.1, 0.4, -0.1], [0.2, -0.1, -0.5], [-0.7, -0.5, 0.6], [0.1, 0.8, 0.0], [-0.4, -0.4, -0.6], [-0.4, 0.1, 0.5], [0.4, -0.3, 0.6], [0.0, -1.0, 0.0], [-0.2, 0.0, 0.1], [0.2, 1.6, -1.5], [0.0, -0.4, -0.4], [-0.1, 0.2, 0.0], [-0.2, -0.3, 0.3], [-0.5, 0.3, 0.0], [0.6, 0.4, 0.2], [-0.4, 0.7, 0.3], [0.3, -0.1, -0.4], [0.2, -1.3, 0.8], [0.2, -0.4, -0.5], [-0.5, 1.1, 0.4], [1.2, -0.1, -0.5], [1.0, -0.4, 0.5], [0.3, 0.4, 0.1], [-0.4, 0.1, -0.1], [-0.5, 0.0, 0.4], [-0.1, -0.4, -0.4], [-0.4, 1.0, 0.0], [-0.2, -0.4, 0.3], [-0.3, -0.6, 0.1], [-0.5, -0.2, -0.2], [0.4, -1.2, 1.4], [0.9, 1.0, 0.2], [-1.1, -0.2, -1.6], [-0.7, 0.0, -0.5], [-0.1, 0.1, -0.3], [0.3, 0.8, -0.6], [-0.7, 0.0, -0.4], [-0.3, -0.7, -0.1], [0.4, 0.7, 0.2], [0.2, -0.3, 0.4], [-0.2, -0.2, 0.7], [0.8, 0.1, 0.5], [-1.0, 2.1, -1.5], [1.9, -3.2, -0.5], [-0.7, 0.3, -1.1], [-0.3, -0.6, 1.8], [0.8, 0.2, 0.7], [-0.1, -0.4, 1.1], [-0.5, -0.7, 0.2], [0.1, 2.1, -0.4], [0.1, -0.2, 0.1], [-0.1, 0.3, 0.4], [0.1, 0.1, 0.2], [-0.1, 0.0, -1.1], [-1.2, 0.2, -0.6], [0.3, -0.6, -2.1], [0.1, -0.9, 0.9], [0.2, 1.6, 0.2], [0.3, -0.2, 0.2], [0.5, 0.2, 0.2], [0.0, 0.0, 0.2], [0.4, -0.8, 0.6], [-0.1, 0.1, 0.5], [-0.2, 0.3, -0.1], [0.2, 0.5, -0.2], [-0.4, -0.5, 0.2]], "mulliken_charge": [1.6297, -0.5341, -0.2539, -0.3950, -0.4700, -0.4052, -0.3999, -0.7596, 0.4708, 0.3180, -0.6748, 0.2829, 0.3825, -0.6942, 0.2752, 0.3553, -1.2516, 0.6981, -0.9130, -0.5707, 0.3541, 0.2858, 0.3347, 0.0678, 0.0476, 0.2672, 0.3986, 0.3248, -1.1529, 0.7843, -1.4542, -0.4132, 0.0946, 0.2625, 0.5408, 0.0933, 0.3200, 0.3798, 0.3703, 0.3598, -1.4297, 0.9046, -1.2202, -0.3525, 0.3886, 0.3228, 0.3381, 0.0073, 0.0464, 0.5125, 0.2993, -0.0056, -1.2318, 0.6436, -1.1877, -0.4925, 0.4851, -0.0308, 0.5122, 0.2598, 0.1669, 0.4351, 0.2422, 0.1588, -1.0758, 1.9663, -1.4188, -0.7496, -0.2311, 0.4645, 0.3540, -0.6646, 0.3963, 0.2215, 0.3356, 0.3320, -0.9471, 1.0300, -1.5134, -0.5702, -0.0926, 0.2634, 0.3850, 0.0163, 0.3422, 0.3329, 0.4151, 0.2896, -0.6082, 0.4047, -1.1946, -0.5398, 0.1760, 0.3745, 0.0041, 0.1846, 0.3385, 0.2196, 0.3151, 0.3154]}

***

Record 2
{"formula": "C21H64N10O11", "method": "ωB97M-V/def2-TZVPD", "total_energy_ha": -2213.1138, "e_homo_ev": -6.19, "largest_force_ev_per_a": 18.08, "de_lowest_ev": 17.5074, "symbols": ["C", "O", "H", "H", "H", "H", "C", "O", "N", "N", "H", "H", "H", "H", "C", "O", "N", "N", "H", "H", "H", "H", "C", "O", "N", "N", "H", "H", "H", "H", "C", "O", "N", "N", "H", "H", "H", "H", "C", "O", "N", "N", "H", "H", "H", "H", "C", "C", "C", "O", "H", "H", "H", "H", "H", "H", "H", "H", "C", "C", "C", "O", "H", "H", "H", "H", "H", "H", "H", "H", "C", "C", "C", "O", "H", "H", "H", "H", "H", "H", "H", "H", "C", "C", "C", "O", "H", "H", "H", "H", "H", "H", "H", "H", "C", "C", "C", "O", "H", "H", "H", "H", "H", "H", "H", "H"], "coordinates": [[0.110, 2.982, -0.537], [0.792, 3.723, 0.489], [-0.027, 3.563, -1.388], [-0.867, 2.689, -0.255], [0.661, 2.102, -0.827], [0.099, 4.230, 1.023], [0.865, -2.467, 3.310], [1.310, -3.586, 2.614], [1.581, -1.935, 4.236], [-0.170, -1.753, 2.965], [1.972, -2.800, 4.774], [1.071, -1.399, 4.960], [-0.810, -2.158, 2.277], [-0.678, -1.313, 3.692], [-1.782, 2.775, -3.397], [-0.563, 3.274, -3.756], [-2.317, 1.672, -3.745], [-2.718, 3.550, -2.915], [-1.624, 0.958, -4.075], [-3.003, 1.344, -3.087], [-2.352, 4.473, -2.736], [-3.287, 3.253, -2.114], [3.298, 1.470, 0.662], [3.394, 2.255, -0.532], [2.769, 2.071, 1.703], [4.298, 1.352, 1.472], [2.142, 2.710, 1.113], [1.942, 1.602, 2.253], [5.122, 1.394, 0.848], [4.195, 0.242, 1.720], [-1.527, -1.336, -4.091], [-2.082, -1.964, -5.244], [-0.625, -0.409, -4.206], [-2.015, -1.483, -2.857], [-0.181, -0.537, -5.147], [0.113, -0.102, -3.497], [-2.932, -1.964, -2.681], [-1.575, -1.089, -2.082], [4.575, -1.498, 2.724], [5.856, -1.959, 2.730], [3.967, -0.997, 3.743], [3.929, -1.211, 1.661], [4.460, -1.314, 4.628], [2.960, -1.329, 3.774], [4.333, -1.748, 0.875], [2.865, -1.136, 1.595], [-3.404, 0.985, 0.613], [-4.047, 0.690, -0.708], [-5.468, 0.190, -0.603], [-4.115, 1.718, -1.383], [-3.127, 0.036, 1.076], [-4.100, 1.448, 1.354], [-2.498, 1.579, 0.461], [-3.417, -0.012, -1.218], [-6.076, 0.949, -0.263], [-5.626, -0.684, 0.073], [-5.899, -0.015, -1.551], [-4.653, 2.296, -0.895], [1.478, -1.989, -1.318], [1.145, -0.842, -0.442], [-0.313, -0.317, -0.519], [1.434, -0.868, 0.767], [1.244, -1.765, -2.372], [0.970, -2.871, -1.070], [2.474, -2.311, -1.137], [1.755, -0.030, -0.938], [-0.450, 0.558, 0.160], [-1.045, -1.104, -0.214], [-0.555, -0.002, -1.535], [0.696, -1.279, 1.235], [3.476, 0.066, -3.342], [2.588, 1.229, -3.735], [2.383, 1.240, -5.296], [1.465, 1.338, -3.255], [3.563, 0.069, -2.227], [4.461, 0.266, -3.778], [3.086, -0.896, -3.711], [3.162, 2.132, -3.398], [2.017, 2.263, -5.594], [1.648, 0.535, -5.604], [3.306, 1.017, -5.839], [1.104, 2.207, -3.435], [-1.357, -3.924, 0.221], [-2.580, -3.783, 1.161], [-2.325, -4.632, 2.452], [-2.594, -2.596, 1.549], [-0.364, -3.535, 0.589], [-1.581, -3.622, -0.744], [-1.157, -4.976, 0.195], [-3.558, -4.105, 0.647], [-2.344, -5.709, 2.315], [-3.070, -4.554, 3.282], [-1.346, -4.314, 2.810], [-3.490, -2.432, 1.964], [0.542, 3.225, 3.828], [0.213, 1.724, 3.691], [-0.945, 1.549, 2.701], [1.155, 0.937, 3.401], [1.195, 3.410, 4.685], [-0.390, 3.731, 4.018], [1.002, 3.598, 2.927], [-0.076, 1.308, 4.641], [-1.989, 1.891, 3.113], [-1.079, 0.578, 2.250], [-0.909, 2.162, 1.893], [0.815, 0.035, 3.360]], "forces_ev_per_angstrom": [[0.8, 0.1, 0.8], [-2.1, 1.0, 0.8], [0.1, 1.2, -1.7], [-1.2, -0.4, 0.7], [0.6, 0.0, 0.2], [1.5, -1.0, -1.3], [1.7, -8.1, -6.5], [-2.6, 6.0, 3.7], [1.8, -2.2, 7.0], [-2.9, 0.1, -2.0], [0.0, 2.1, -1.2], [0.4, 0.0, -0.7], [0.0, 0.0, 0.2], [-0.5, 0.6, 0.7], [6.2, 4.2, -2.8], [-4.9, -2.5, 1.6], [1.3, -5.6, -1.2], [-1.5, 4.6, 3.2], [-1.1, 0.7, 0.2], [-0.6, -0.1, -0.4], [0.0, 0.2, 0.0], [0.5, -0.3, -1.1], [2.9, 8.8, -6.1], [-1.1, -5.6, 4.0], [-17.0, 5.5, 2.9], [12.7, -8.9, -2.6], [-0.1, -0.1, 1.6], [2.3, 0.5, -1.6], [1.3, -0.8, 0.2], [0.9, 2.7, -0.1], [-5.2, -4.5, -5.3], [3.0, 3.3, 6.5], [5.1, 1.0, -2.1], [-3.2, -2.2, -0.2], [-0.5, 0.6, 1.1], [-1.3, -0.4, -0.9], [1.7, 0.6, -0.7], [0.6, 0.5, 1.0], [9.5, -2.8, 1.3], [-6.1, 1.8, -0.1], [-1.2, -0.8, 6.3], [-2.7, -2.4, -6.2], [-0.8, 0.9, -1.3], [1.9, 1.3, 0.1], [-0.5, 0.8, 0.2], [1.9, -0.2, 0.1], [0.0, -0.9, 1.7], [-0.1, -7.6, 5.1], [0.6, -3.2, 1.0], [0.7, 8.1, -6.8], [0.3, 0.0, 0.2], [0.4, 0.1, -0.7], [-0.3, 0.0, 0.1], [0.4, -0.8, -0.4], [-1.3, 2.0, 1.3], [0.2, 0.5, -0.5], [0.0, -0.6, -1.1], [-1.3, 2.0, 0.5], [-0.6, -0.5, -0.6], [-2.1, 3.9, -9.4], [-0.4, -0.2, -0.1], [1.9, -1.3, 9.1], [0.5, -0.1, 0.4], [-1.4, -1.4, 0.4], [1.3, 0.3, -0.4], [-0.5, -0.2, 0.6], [0.3, -0.8, -0.6], [0.4, 0.3, 0.0], [0.1, 0.4, 0.3], [0.4, 0.0, 0.4], [-0.4, -0.1, 1.0], [9.3, 0.7, -5.4], [1.6, 1.8, 0.1], [-9.7, -0.8, 5.6], [0.1, -0.2, -0.8], [-0.2, -0.3, 0.2], [0.2, 0.1, 0.1], [0.4, -0.4, -0.7], [0.3, -1.0, 0.2], [-0.7, -0.7, 0.0], [-0.1, 0.2, -0.1], [-1.0, 0.5, 0.0], [0.4, -1.4, 2.1], [0.8, -8.8, -1.8], [-0.7, -0.9, 0.0], [-3.0, 9.9, 2.9], [-1.3, 0.1, 0.0], [-0.2, 0.9, -1.9], [0.2, -0.8, -0.4], [1.3, 0.2, 0.3], [0.5, -0.2, -0.4], [0.3, 0.8, -0.7], [0.1, -0.3, 0.2], [1.6, 0.3, -0.4], [0.4, -1.1, 0.5], [-6.5, 4.0, 1.8], [-3.1, 0.1, 2.5], [6.6, -5.1, -1.8], [0.1, 0.0, -0.2], [-0.4, 0.3, 0.0], [0.2, 0.1, -0.2], [-1.5, 0.9, 1.4], [1.8, -0.9, -0.2], [0.1, -0.7, 0.4], [0.9, 2.1, -2.5], [0.4, 0.3, -0.5]], "mulliken_charge": [0.2841, -0.7094, 0.6457, -0.0829, -0.5518, 0.3373, 0.0898, -0.6896, -0.2506, 0.0043, 0.4508, 0.2909, -0.9175, 0.3727, 0.4308, -0.7867, -0.2788, -0.4076, 0.4125, 0.1881, 0.3572, 0.3292, -0.0209, -0.6688, -0.1584, -0.2004, 0.2144, 0.2923, 0.3729, 0.3829, 0.4813, -0.7722, -0.0002, 0.3669, 0.0536, -0.2013, 0.2623, -0.6306, 0.3283, -0.7649, -0.2527, 0.1469, 0.3189, 0.2598, 0.1604, -0.0367, -0.6621, 1.7787, -1.7214, -0.7409, -0.2174, 0.4774, 0.0316, -0.7962, 0.5046, 0.2673, 0.4985, 0.4358, -1.9603, 2.8301, 0.8010, 1.6296, 0.2331, 0.2574, 0.4639, -1.5293, -1.4782, 0.6363, 0.3985, -1.5080, -1.2244, 0.3903, -1.3064, 0.1438, -0.0096, 0.5268, 0.2646, 0.3650, 0.3521, 0.1353, 0.4124, 0.0472, -0.7589, 0.1416, -1.1615, -0.4442, -0.0852, 0.1448, 0.6352, 0.3484, 0.4165, 0.3593, 0.1868, 0.3245, -1.4409, 0.6262, 0.1624, -0.6535, 0.3865, 0.4126, 0.2517, 0.3765, 0.3076, -0.5683, -0.1583, 0.0109]}